One molecule with the formula C5H14N2O3S at a distorted geometry, computed with ωB97M-V/def2-TZVPD.

```
! RIJCOSX wB97M-V def2-TZVPD def2/J DEFGRID3
* xyz 0 1
S -0.88 0.86 0.08
O -0.87 1.59 1.30
O -0.93 1.56 -1.20
O 0.41 -0.15 -0.01
N -2.15 -1.28 1.24
N -1.88 -1.41 -1.06
C -2.20 -0.54 -0.01
C -3.42 0.38 -0.18
C 1.67 0.42 -0.01
C 4.08 0.38 -0.03
C 2.89 -0.54 -0.10
H -3.38 0.92 -1.04
H 1.97 1.08 0.96
H 2.72 -0.98 -0.99
H -3.49 1.00 0.72
H 4.36 0.67 0.99
H 2.73 -1.22 0.62
H -2.97 -1.70 1.62
H 4.95 -0.19 -0.33
H -4.31 -0.07 -0.13
H -0.94 -1.75 -0.98
H 4.00 1.43 -0.52
H 1.54 1.19 -0.91
H -1.71 -0.68 1.93
H -2.21 -0.98 -1.90
*
```

Kohn-Sham gap = 10.375 eV
HOMO = -9.500 eV
SMILES = CCCOS(=O)(=O)C(C)(N)N
E_LUMO = 0.03216 hartree
DFT total energy = -932.24780 a.u.
energy above the lowest of the compared OMol25 structures with the same formula, charge and spin = 46.9 kJ/mol